Entry 1:
This record from the Open Molecules 2025 dataset describes a molecular structure, C19H17BrN2O5S at a distorted geometry. The level of theory is ωB97M-V/def2-TZVPD.

Geometry as XYZ:
```
45
Properties=species:S:1:pos:R:3:forces:R:3:nbo_charge:R:1
O -1.98253 3.16645 3.13171 1.5661 -0.7195 -0.4510 -0.531
O 0.65832 0.84750 -1.40273 -1.6368 0.6739 -0.4303 -0.589
O 0.65425 -0.26639 2.91171 -0.8122 0.7455 -3.6796 -0.879
O 1.62058 -1.66451 1.22629 -2.2023 2.1958 -1.2945 -0.909
Br 8.55897 -0.81964 0.55440 -0.9125 0.1949 -0.1349 0.044
O -1.27707 1.47008 1.80660 -0.6576 -1.5903 -1.1806 -0.495
C -2.09778 2.49190 2.13300 -1.8410 1.3633 1.6681 0.733
C 1.51720 0.56055 -0.61771 2.2395 -1.5657 -4.2080 0.754
C -3.29050 2.76188 1.35499 -1.2064 0.3685 -2.5330 -0.304
C -3.85360 1.84152 0.50253 0.5665 0.6329 1.2460 0.071
C 6.07623 0.75800 0.39609 -1.2869 -4.6157 -1.5244 -0.223
C 5.92292 -1.56491 -0.44536 2.7864 1.4573 1.5070 -0.233
C 4.69213 0.84761 0.01389 1.3932 0.5877 0.0979 -0.205
C 4.60749 -1.35822 -0.73962 1.0889 -2.8464 -1.3700 -0.206
C -2.53717 -1.51789 -0.79688 -2.2084 -0.4238 -0.2855 -0.165
C 6.69405 -0.51637 0.14230 -1.4938 0.7962 -0.1236 -0.063
C -1.81842 0.43331 0.98969 0.2303 -0.3218 -0.3432 0.459
C -3.12971 0.55273 0.35426 1.3201 0.1166 0.5815 -0.180
C 3.96058 -0.17157 -0.56625 -1.2333 -0.9126 -0.5789 0.134
C -3.49253 -0.48448 -0.51317 1.2995 -1.0042 -0.9625 0.071
C -1.36214 -1.69999 -0.13632 1.9237 0.7895 0.2543 0.011
C -0.95365 -0.69697 0.76942 -0.8950 2.5709 0.0535 -0.388
N 2.59711 -0.17989 -1.10335 1.0372 1.5007 1.8393 -0.614
N 1.46937 0.84027 0.70789 -0.7012 -0.7724 2.1255 -0.807
C -5.10617 2.14177 -0.28715 -0.6344 -0.1643 1.1205 -0.650
C -4.74276 -0.60714 -1.38787 -0.4268 0.3904 2.5354 -0.643
C -0.41553 -2.81585 -0.45268 1.2563 -1.0953 0.8248 -0.644
S 0.72361 -0.49635 1.43700 2.9294 -4.3881 6.3753 2.180
H -3.62724 3.85379 1.43053 0.1874 -2.0035 0.0359 0.248
H 6.67371 1.40820 0.94634 0.3239 1.7682 0.5072 0.233
H 6.47946 -2.49520 -0.58252 -0.6698 0.1096 -0.2663 0.230
H 4.26389 1.80492 0.03006 -0.7047 1.2237 0.4729 0.218
H 4.26966 -2.25313 -1.29358 -1.0093 0.8107 0.4823 0.221
H -2.83868 -2.28809 -1.56094 0.3580 0.8540 0.9189 0.211
H 2.36721 -0.78583 -1.88746 0.4136 0.5290 0.2467 0.421
H 0.69773 1.45746 0.80628 -0.5625 1.8857 0.2673 0.409
H -6.07502 1.69492 0.05716 1.0921 0.0717 0.0491 0.232
H -5.29656 3.18199 -0.34716 0.0094 1.2737 0.5193 0.230
H -4.99607 1.89814 -1.29987 0.2852 -0.7455 -1.4269 0.224
H -5.01289 -1.65256 -1.40662 0.0492 -0.2623 -0.4703 0.228
H -4.53448 -0.19258 -2.33873 0.0215 0.2047 -1.1451 0.231
H -5.60513 -0.09325 -0.93238 0.4587 -0.2879 -0.4149 0.225
H 0.45606 -2.53579 -1.11061 -0.7623 0.1369 0.9700 0.233
H -0.00073 -3.27139 0.53371 -0.6247 0.7394 -1.9408 0.262
H -0.91418 -3.58497 -1.02688 -0.3542 -0.2720 0.0658 0.218
```
Positions in Å, forces in eV/Å.

Results
Maximum force ... 8.28 eV Å⁻¹
Calculated total energy ... -114071.379 eV
Frontier orbital gap ... 8.21 eV
Charge ... 0
Highest occupied orbital energy ... -8.75 eV

***

Entry 2:
This record from the Open Molecules 2025 dataset describes a molecular structure, C19H17CaF10N3Te. The level of theory is ωB97M-V/def2-TZVPD.

Geometry as XYZ:
```
51
Properties=species:S:1:pos:R:3:forces:R:3:nbo_charge:R:1
Ca 0.31803 0.20856 0.02606 -0.5532 0.3544 0.1290 1.752
C 3.10303 -1.05953 1.30043 -0.0809 0.0800 -0.0542 -0.437
N 2.59387 0.24959 0.87073 0.4132 0.0256 0.1025 -0.532
C 3.46309 0.81928 -0.18388 -0.0693 -0.0930 0.0918 -0.225
C 3.12116 0.23714 -1.54241 -0.3072 0.1164 -0.1046 -0.235
N 1.70258 0.52060 -1.77755 0.2654 -0.2923 -0.1996 -0.874
C 1.21289 0.44419 -3.04365 0.1254 0.1771 0.0316 0.075
C -0.00440 1.09460 -3.32396 0.0589 -0.0348 0.0760 0.243
F -0.58487 1.78049 -2.29832 -0.0704 0.0654 0.1484 -0.346
C -0.65211 1.08082 -4.53852 -0.0533 0.0806 0.1661 0.282
F -1.82664 1.70383 -4.67852 -0.0517 0.0550 0.0025 -0.297
C -0.08788 0.41496 -5.60441 0.0728 -0.1119 -0.0825 0.223
F -0.70243 0.36177 -6.79038 -0.0321 0.0201 -0.0674 -0.291
C 1.11958 -0.22644 -5.40023 0.0212 -0.0177 -0.0455 0.279
F 1.67577 -0.89704 -6.41072 0.0467 -0.0320 -0.0371 -0.291
C 1.74647 -0.21299 -4.16855 0.0270 0.0035 0.0516 0.290
F 2.89763 -0.90673 -4.06219 0.0407 -0.0473 0.0162 -0.322
C 2.46999 1.16426 2.02199 -0.0550 -0.1643 0.0201 -0.228
C 1.44934 0.66936 3.03006 -0.2576 -0.0980 -0.0677 -0.239
N 0.17842 0.43462 2.34503 0.1675 -0.1255 0.1547 -0.871
C -0.89757 0.06953 3.09341 0.1218 0.1533 -0.0078 0.080
C -0.96761 -0.31421 4.44832 0.0272 -0.0059 0.0048 0.249
F 0.14486 -0.36253 5.20933 0.0784 -0.0184 0.0328 -0.315
C -2.14641 -0.68295 5.07316 0.0439 0.0152 0.0538 0.290
F -2.11446 -1.05160 6.35513 0.0212 -0.0212 0.0708 -0.290
C -3.35197 -0.69123 4.40231 0.0240 -0.0320 0.0491 0.219
F -4.48258 -1.06735 5.00766 -0.0781 -0.0186 0.0470 -0.291
C -3.34368 -0.30723 3.07801 -0.0286 0.0748 -0.1296 0.271
F -4.48305 -0.28132 2.37488 -0.0341 -0.0014 -0.0376 -0.300
C -2.16300 0.06164 2.47971 -0.0197 -0.0134 -0.0077 0.290
F -2.22370 0.46370 1.17947 0.1197 0.0536 -0.2016 -0.362
H 4.01400 -0.95224 1.90110 0.0340 -0.0034 0.0057 0.189
H 3.33795 -1.66759 0.42909 -0.0074 -0.0058 -0.0349 0.210
H 2.35925 -1.58872 1.89563 -0.0158 0.0200 0.0241 0.209
H 4.52364 0.67518 0.06243 -0.0155 -0.0163 0.0300 0.185
H 3.26808 1.89011 -0.23014 0.0079 0.0694 0.0457 0.206
H 3.35743 -0.83223 -1.57042 0.0408 -0.0465 -0.0213 0.174
H 3.76918 0.71252 -2.28499 0.0169 0.0151 -0.0353 0.195
H 2.14564 2.13471 1.63907 0.0403 0.0520 -0.0379 0.196
H 3.43972 1.29703 2.52017 0.0551 0.0477 -0.0470 0.187
H 1.36294 1.43094 3.81096 0.0064 0.0435 0.0441 0.194
H 1.83640 -0.22705 3.52287 0.0222 -0.0198 0.0513 0.181
C -3.36023 0.74168 -1.65489 0.0119 0.0111 0.0028 -0.844
Te -2.10091 -0.98212 -1.73821 -0.2431 -0.3124 -0.2896 0.383
C -3.42913 -2.19423 -0.59450 0.0483 0.0060 0.0811 -0.858
H -4.21560 0.48145 -1.03581 0.0204 -0.0070 -0.0105 0.234
H -3.67378 0.98335 -2.66527 -0.0134 0.0175 0.0089 0.237
H -2.83130 1.58117 -1.21787 -0.0116 -0.0122 0.0061 0.231
H -4.40940 -2.12048 -1.05708 -0.0066 -0.0267 0.0028 0.230
H -3.47286 -1.85648 0.43763 0.0113 0.0057 -0.0388 0.229
H -3.08537 -3.22479 -0.64217 0.0142 0.0147 0.0069 0.232
```
Positions in Å, forces in eV/Å.

Results
Maximum force ... 0.67 eV Å⁻¹
Calculated total energy ... -77354.851 eV
Frontier orbital gap ... 7.23 eV
Charge ... 0
Highest occupied orbital energy ... -7.50 eV

***

Entry 3:
This record from the Open Molecules 2025 dataset describes a molecular structure, C19H17CuF5N2O at a distorted geometry. The level of theory is ωB97M-V/def2-TZVPD.

Geometry as XYZ:
```
45
Properties=species:S:1:pos:R:3:forces:R:3:lowdin_spin:R:1
C 4.34380 0.32655 0.63404 0.5245 -0.0575 0.1247 0.002
C 4.58541 -1.12349 0.24316 0.6369 -0.1314 -0.2465 0.006
H 4.64819 0.98737 -0.17893 -0.0520 0.1077 0.0495 0.000
H 4.98655 0.53818 1.49872 -0.2257 0.2236 -0.1518 0.000
H 3.31583 0.55679 0.90769 0.0334 -0.0418 -0.0396 0.002
H 4.00523 -1.46006 -0.61016 0.1690 0.1310 0.0247 0.001
H 5.63250 -1.25874 -0.04292 0.0509 0.0499 0.1382 0.001
H 4.38515 -1.80531 1.06584 -0.0818 -0.0543 0.0376 0.002
C -0.44155 2.48356 -1.15316 -0.6087 -0.5091 -0.6622 0.007
C -1.32939 3.41514 -1.70391 0.0936 -0.2934 -0.0025 0.000
C -2.32779 2.98183 -2.58059 0.3949 -0.1688 0.2576 0.002
C -2.40657 1.62136 -2.87445 0.2769 -0.4632 0.0966 -0.001
H 0.36277 2.78784 -0.48322 -0.2715 -0.1537 -0.1171 0.002
H -1.21678 4.46173 -1.44098 -0.0764 -0.1342 -0.0677 0.000
H -3.02670 3.69551 -3.02316 0.2454 -0.2929 0.1360 0.000
H -3.14370 1.22240 -3.56592 0.0045 0.2754 0.1714 0.000
N -0.53476 1.16619 -1.43295 -0.8744 1.1447 -0.7463 0.013
C -1.51294 0.71896 -2.27974 0.4697 1.7672 0.5958 0.003
C -1.54793 -0.73489 -2.46095 0.2877 -1.8188 -0.1016 0.004
N -0.65815 -1.40092 -1.68710 -0.6173 -0.9988 -0.9052 0.047
C -0.60222 -2.74269 -1.70548 -0.5803 0.4285 -0.5385 0.002
C -2.34591 -2.83471 -3.37203 0.2760 0.2902 0.3367 -0.002
C -1.44657 -3.50044 -2.52660 -0.0262 0.2892 -0.0519 0.001
H 0.13691 -3.20636 -1.05050 -0.2689 0.1759 -0.2172 0.000
H -1.38398 -4.59012 -2.50421 -0.0512 0.3879 -0.0449 0.000
C -2.39213 -1.43664 -3.34436 0.3809 0.4431 0.4655 0.002
H -3.05099 -0.84732 -3.98130 0.0306 -0.4580 0.0889 0.000
H -3.00921 -3.39030 -4.03810 0.2545 0.1650 0.2223 0.000
Cu 0.43290 -0.24055 -0.45667 -0.2835 0.0101 1.3673 0.507
C 1.64292 -1.46710 0.33143 -0.1790 -0.3680 -0.1033 0.244
H 2.29192 -1.51789 -0.54910 0.0539 -0.2600 0.4456 0.032
H 1.21363 -2.45637 0.55245 0.0937 0.4582 0.0170 0.014
H 2.10708 -1.02416 1.22050 -0.1069 -0.3132 -0.3696 0.021
F -1.13745 2.00978 6.00482 -0.0409 0.1843 0.2298 0.001
C -1.05343 1.43260 4.79907 0.0464 -0.0721 -0.2975 0.002
C -1.87491 0.34081 4.49569 0.1723 0.2979 0.2028 0.000
F -2.76332 -0.11777 5.40748 0.4882 0.2650 -0.3561 0.000
C -1.78200 -0.24762 3.25629 0.4139 0.1867 -0.3573 0.003
F -2.56950 -1.29054 2.94177 -0.0389 0.1217 0.1286 0.001
C -0.88790 0.22281 2.25133 -0.0702 0.5062 0.7615 0.004
O -0.93240 -0.28020 1.08166 0.2807 -0.1521 -0.8310 0.068
C -0.03422 1.30025 2.63602 -0.5517 -0.7313 -0.3365 0.002
F 0.88284 1.75664 1.74415 -0.1302 0.0477 -0.1152 0.007
C -0.14739 1.92399 3.85245 -0.4178 -0.0691 0.7015 0.000
F 0.58613 3.02393 4.12193 -0.1248 -0.4157 0.0599 0.000
```
Positions in Å, forces in eV/Å.

Results
Maximum force ... 1.92 eV Å⁻¹
Calculated total energy ... -83230.982 eV
Frontier orbital gap (spin up / spin down) ... 5.88 / 5.85 eV
Charge ... 0
Spin multiplicity ... 2
⟨S²⟩ ... 0.7543
Highest occupied orbital energy (spin up / spin down) ... -6.94 / -6.97 eV

***

Entry 4:
This record from the Open Molecules 2025 dataset describes a molecular structure, C19H17F6MnN4O5S3 at a distorted geometry. The level of theory is ωB97M-V/def2-TZVPD.

Geometry as XYZ:
```
55
Properties=species:S:1:pos:R:3:forces:R:3:lowdin_spin:R:1
Mn -0.17358 -0.13225 -0.08523 -2.0735 -1.1610 -1.9203 -0.005
C -3.38641 -0.62055 2.66455 0.0199 -0.0734 0.4165 0.079
C -2.68977 -0.73044 3.85693 -0.1184 -0.0027 -0.1164 -0.008
C -1.31300 -0.90847 3.80516 0.1591 -0.0184 0.0748 0.078
C -0.68643 -0.92680 2.56505 0.2925 -0.2761 0.1339 0.024
N -1.37201 -0.78231 1.39169 -0.4144 0.2724 0.5998 0.017
C -2.68868 -0.64264 1.45468 0.3155 -0.0826 -0.3325 0.039
C 0.72135 -1.19410 2.33628 -0.7224 0.1162 -0.2538 0.096
C 1.67423 -1.75573 3.21693 0.2755 -0.0760 0.1652 0.195
C 2.84337 -2.28093 2.67841 -0.0218 -0.1126 -0.0012 -0.014
C 3.01010 -2.33631 1.29927 0.2276 -0.0298 0.2691 0.195
C 2.02246 -1.74496 0.47842 -0.5178 0.0199 -0.5260 0.098
N 1.00759 -1.07020 1.03254 0.7449 -0.4054 0.7049 -0.017
C 1.76307 -1.97769 -0.93203 0.2133 -0.1535 0.1800 0.019
C 2.66776 -2.51857 -1.83618 0.0755 0.0084 0.2058 0.068
C 2.24196 -2.77613 -3.13227 -0.1662 -0.0041 -0.1156 -0.007
C 0.91116 -2.54955 -3.44512 0.3005 -0.2159 -0.0249 0.068
C 0.06605 -1.98834 -2.48724 -0.1806 0.1393 0.3958 0.032
N 0.47543 -1.66555 -1.26740 0.6012 -0.0905 -0.3778 0.017
H -4.46250 -0.51164 2.65778 -0.0016 0.0033 -0.0194 0.003
H -3.20167 -0.69052 4.80918 -0.0177 -0.0089 -0.0100 -0.002
H -0.72901 -1.01324 4.71030 -0.0386 0.0099 0.0091 0.002
H -3.20208 -0.54918 0.50868 -0.0010 0.1000 -0.0009 0.001
H 1.48276 -1.81578 4.28074 -0.0161 0.0311 -0.0178 0.006
H 3.57902 -2.73669 3.32871 0.0233 0.0505 0.0035 -0.003
H 3.85250 -2.86041 0.86598 -0.0002 0.0478 -0.0190 0.006
H 3.68789 -2.70875 -1.52887 0.0014 -0.0255 -0.0592 0.002
H 2.92792 -3.16401 -3.87360 -0.0041 -0.0343 0.0174 -0.001
H 0.51692 -2.80646 -4.41900 -0.0055 0.0467 -0.0127 0.003
H -0.97694 -1.81240 -2.70353 0.0216 0.0863 -0.0831 0.001
F 3.51280 3.63098 -1.34980 0.1237 -0.0109 0.1356 0.000
C 2.58957 2.84327 -1.81618 -0.4482 -0.1024 0.0096 0.000
F 2.91913 2.34223 -2.98385 0.0041 -0.0431 -0.0280 0.000
F 1.41686 3.47296 -1.88920 0.2454 0.0651 -0.0791 0.000
S 2.27332 1.41940 -0.64399 -0.0974 0.3950 -0.0311 0.000
O 0.99872 0.86323 -1.19539 0.8253 0.4010 -0.5832 0.000
O 3.34463 0.48314 -0.63903 0.3066 0.0816 0.0262 0.005
N 2.01886 2.08344 0.73958 0.2600 0.1507 0.2351 -0.001
S 0.70121 2.12412 1.57180 0.1920 0.1376 -0.2382 0.000
O 0.83069 1.53845 2.86349 0.1662 0.1864 0.2657 0.005
O -0.42045 1.54208 0.77266 -0.1116 0.7855 0.7011 0.000
C 0.22469 3.93567 1.68616 -0.1134 -0.2873 -0.2741 0.000
F 1.26861 4.64552 2.00281 0.1085 0.0064 0.0728 0.000
F -0.22410 4.25458 0.47951 0.0351 0.1438 0.1184 0.000
F -0.72813 4.03220 2.58168 -0.0475 0.0274 0.0364 0.000
C -2.77883 2.35146 -2.38166 0.0510 0.0524 0.0315 0.000
S -2.18894 0.68097 -2.62669 -0.1647 0.0616 -0.3155 0.000
C -3.77090 -0.18055 -2.74385 0.0034 0.0674 -0.0958 0.000
O -1.64381 0.24077 -1.24702 -0.7177 -0.1124 0.7082 0.000
H -3.55207 2.38375 -1.61642 0.0296 -0.0985 0.0346 0.000
H -3.18106 2.68608 -3.34050 0.0059 -0.0634 -0.0239 0.000
H -1.93915 2.98812 -2.10835 0.0880 -0.0925 -0.0497 0.000
H -4.03000 -0.27767 -3.79884 0.0819 0.0613 -0.0179 0.000
H -4.56230 0.36151 -2.22979 0.0971 0.0298 0.1095 0.000
H -3.64880 -1.17510 -2.31792 0.1050 -0.0036 -0.0332 0.000
```
Positions in Å, forces in eV/Å.

Results
Maximum force ... 3.06 eV Å⁻¹
Calculated total energy ... -116277.377 eV
Frontier orbital gap (spin up / spin down) ... 7.90 / 4.96 eV
Charge ... +3
Spin multiplicity ... 2
⟨S²⟩ ... 0.7952
Highest occupied orbital energy (spin up / spin down) ... -18.90 / -18.86 eV

***

Which of these has the lowest calculated total energy?
C19H17F6MnN4O5S3

***

calculated total energy of number 1 (C19H17BrN2O5S)?
-114071.379 eV

***

calculated total energy of number 4 (C19H17F6MnN4O5S3)?
-116277.377 eV